The following is a DFT calculation (ωB97M-V with the def2-TZVPD basis set) of a molecular structure, C17H20Br2N3O4V.

ORCA input file:
```
! wB97M-V def2-TZVPD RIJCOSX def2/J DEFGRID3
* xyz 2 3
C 4.02212 -1.48589 -1.50772
N -2.50244 -1.27209 2.63840
C -3.37954 -2.37881 2.22896
V 0.00358 -0.55429 -0.38702
H -1.97868 1.70870 -3.30007
H -3.31710 -2.52468 1.15747
C -0.85741 2.18595 0.54906
H -2.43130 4.88479 -1.62356
H 0.06201 -0.03591 2.77906
H 5.59286 -0.37541 -2.48785
C 3.79998 0.77566 -2.29679
C -2.43849 -0.99337 4.07814
H -1.78428 2.33473 1.10387
C -1.74510 -0.66272 1.76839
C 2.48294 0.78883 -1.83259
H 4.19754 1.65474 -2.78228
N -1.89232 2.87753 -1.55134
O -0.17984 1.01479 1.04866
H -3.31356 2.86039 -3.07798
C -0.76116 0.41522 2.22211
H -3.06711 -3.28602 2.74400
C 2.69253 -1.38366 -1.07898
Br 1.79770 -5.05565 0.58283
H -3.35354 -1.36126 4.53268
C -2.45188 4.06799 -0.90601
H -1.71097 3.44676 -3.56438
H -1.86892 4.37383 -0.04178
H -3.48601 3.88686 -0.61252
C 4.02255 -3.75559 -0.65283
H 4.52973 -4.69351 -0.47515
C 2.01759 -2.45115 -0.46284
H -4.40219 -2.13803 2.51293
H -2.37479 0.07391 4.27702
H -0.20618 3.04723 0.70619
O -1.75242 -0.92879 0.52782
H -1.59350 -1.50929 4.53403
N 1.93234 -0.25328 -1.22890
Br 6.46506 -2.95669 -1.80139
O 0.72729 -2.16733 -0.15037
C -1.14927 1.99855 -0.93204
C -2.24187 2.70589 -2.96819
H -1.22178 1.17898 2.84619
C 4.57074 -0.35121 -2.13392
C 4.67905 -2.72850 -1.26779
C 2.67254 -3.62547 -0.24181
O -0.66539 0.98360 -1.50923
H 1.85889 1.66365 -1.96251
*
```

Calculated values
Total energy ... -196374.756 eV


The following is a DFT calculation (ωB97M-V with the def2-TZVPD basis set) of a molecular structure, C17H20Br2N4O5S4Y.

ORCA input file:
```
! wB97M-V def2-TZVPD RIJCOSX def2/J DEFGRID3
* xyz 1 1
O 2.15821 1.08685 1.40922
C 0.87369 -0.10352 3.03633
H 1.69172 1.03956 5.29719
C 0.12059 -2.10074 1.92781
H 3.72576 0.49175 -2.58136
H 3.75518 3.18499 3.51706
N 1.90821 -0.45766 -2.51977
C 1.00215 -1.32907 -4.57946
H 2.89485 3.19118 1.96131
O 0.28579 1.90380 -1.08570
S -3.27798 0.66518 0.46075
S -0.91611 2.41270 1.25179
H 3.32030 -3.83137 0.20563
H 0.45137 2.25431 4.87742
C -0.06206 -1.99013 -5.25269
N 1.57237 -3.98820 1.33391
Br 0.00921 -2.27900 -7.11572
N 2.00008 2.02998 3.45086
H 0.88894 -5.89603 1.78465
H 2.24073 4.09826 3.34117
O 0.18027 -0.67857 1.93105
H 0.14415 0.21039 3.78186
C -1.22330 -2.22790 -3.16013
S -2.24761 1.25766 -1.15173
H 4.05430 0.10914 -5.01969
H -0.76086 -2.36912 1.34158
H -0.37669 -4.67958 1.78438
C 1.71868 1.08023 2.57886
C 2.70705 -4.60490 0.65278
S -2.97785 2.48641 1.43340
C 0.65953 -4.87064 2.05980
N -0.73701 1.42987 -0.26105
Br -2.74715 -2.87397 -2.26308
C -1.14611 -2.41800 -4.55404
H 0.00729 -2.48294 2.94340
H -1.96346 -2.91711 -5.05520
C 2.97308 -0.03136 -3.16035
C 1.51266 2.00617 4.83037
H 2.26790 -1.03931 -6.29478
C 2.77626 3.19973 3.03844
C 1.35697 -2.68546 1.24388
O -0.31439 -1.47229 -1.11891
H 0.78215 -4.77112 3.13907
H 2.06630 2.75267 5.39235
Y 1.06540 0.01018 -0.31758
C 2.16802 -0.87463 -5.23082
C 0.90554 -1.12007 -3.18525
C -0.23823 -1.60460 -2.42721
H 1.55618 -0.83456 3.48261
H 2.34584 -5.27950 -0.12338
C 3.15587 -0.24154 -4.53352
O 2.12090 -1.91334 0.63169
H 3.29762 -5.17068 1.37260
*
```

Calculated values
Energy above the lowest of the compared OMol25 structures with the same formula, charge and spin ... 18.4 kcal per mole
Total energy ... -218618.884 eV


The following is a DFT calculation (ωB97M-V with the def2-TZVPD basis set) of 4 unconnected molecules or ions with the total composition C17H20BrF3N2O11S at a distorted geometry.

ORCA input file:
```
! wB97M-V def2-TZVPD RIJCOSX def2/J DEFGRID3
* xyz 0 1
O -5.09261 -1.26863 -4.13328
O 0.44302 0.85432 1.58753
F 0.31479 0.12008 3.69930
H -0.13888 2.00847 3.18556
H 0.39356 -2.78165 2.31961
H -1.65565 -2.95371 3.59799
H 1.26572 0.68705 -5.46407
H 0.67891 1.29715 -2.93911
H 4.97390 -0.38626 -4.88594
C 3.90353 -0.02183 -5.20293
O 0.88635 3.01158 6.67141
C 2.48631 2.59741 5.10313
C 2.83046 -0.28080 -3.94763
C 0.24136 0.29960 -3.42761
C -0.23653 0.98218 2.81584
N -0.06517 -1.80650 -1.41589
H 3.01422 0.50073 -3.09423
H -4.54638 1.07708 -4.68297
C 0.26427 -0.83563 -2.24346
C 2.03552 2.61137 7.28454
O -1.31143 -6.63515 2.80844
H -1.17936 0.66475 -5.17361
C 1.31360 -0.13076 -4.59958
N -1.58367 3.53501 -3.17247
S -4.00714 -0.21977 -4.59562
H 3.04644 -1.34419 -3.50268
C -1.63374 0.58269 2.48430
H 2.23340 1.61613 4.68778
H 3.18744 3.09431 4.42718
Br 3.94972 1.93813 -5.75365
F 0.28601 3.14845 4.51829
C -1.20979 -5.44567 2.55808
O -1.76798 1.01855 1.14641
C -0.34736 -3.48830 1.93611
C -2.46052 -0.29824 -3.47616
O -3.60040 -0.60659 -6.07073
C -0.50156 1.08825 0.63375
C 1.28360 3.43127 5.38575
O 2.14616 2.44162 8.48737
H -2.36971 1.06852 3.13061
H -2.73056 -0.03757 -2.34771
H -2.16731 -1.45124 -3.46543
H -0.37278 -3.41253 0.84386
C -1.68817 -3.29761 2.55866
O -0.24880 1.33642 -0.53347
H -1.78676 -0.50077 2.53008
H 1.00952 -1.20024 -4.97926
O -2.26331 -4.58329 2.50273
H 1.47663 4.50932 5.39363
H 3.51158 -0.67924 -6.09881
O -0.02310 -4.81336 2.30627
C -1.53745 2.29758 -3.62177
O 3.05244 2.43059 6.38751
F -2.44811 -2.45860 1.81960
C -1.25424 0.68951 -3.98325
*
```

Calculated values
SMILES ... N#C[C@H](C[SH](=O)=O)[C@@H](C#N)CCCBr.O=C1OC[C@@H](F)O1.O=C1OC[C@@H](F)O1.O=C1OC[C@@H](F)O1
Total energy ... -132477.151 eV


The following is a DFT calculation (ωB97M-V with the def2-TZVPD basis set) of C17H20BrN3O3 in the gas phase at a distorted geometry.

ORCA input file:
```
! wB97M-V def2-TZVPD RIJCOSX def2/J DEFGRID3
* xyz 0 1
C 1.47073 0.36592 -1.06620
C -4.32017 -0.50331 -0.10236
H -5.00894 -3.82319 0.87262
C 3.52388 0.13994 -0.63735
O -4.98417 -1.14775 0.86054
H -1.77862 -1.07224 -0.54641
H 5.58368 -1.50889 -0.67351
H -0.49335 0.32974 -1.78936
H -6.72366 -2.04622 1.32845
H -1.68306 2.48235 1.19076
H -3.37514 0.52562 1.51025
C -3.14233 0.25591 0.47579
H -4.92132 -3.29374 -0.81423
C 0.13155 0.99647 -1.17824
O 2.53157 1.06054 -0.60805
C 5.18861 1.72181 0.27103
C 6.48303 1.99705 0.67215
H -3.65515 2.21882 -0.27054
H -0.80182 0.38135 1.96409
H 0.24033 1.95535 -1.69328
C 5.84867 -0.53430 -0.29605
H 4.42107 2.47784 0.33151
C 7.13277 -0.23311 0.11097
C -5.56799 -3.37190 0.05635
N 3.09334 -1.00423 -1.07940
C -6.06631 -1.99150 0.45839
H 8.47591 1.23391 0.90751
H 6.73435 2.97665 1.04896
O -4.60576 -0.54680 -1.27013
C -2.83331 1.50556 -0.34843
C -1.54102 2.15532 0.15560
N 1.78733 -0.85685 -1.34993
N -0.39563 1.26508 0.15151
C 7.46467 1.02343 0.59545
Br 8.47964 -1.57195 0.00563
H -1.30076 3.03492 -0.44579
C -1.92902 -0.68618 0.46360
H -6.41349 -4.00769 -0.18964
H -2.73592 1.22265 -1.39770
C 4.86974 0.45495 -0.21419
H -2.10679 -1.53375 1.12652
H -6.59011 -1.51812 -0.37835
C -0.67601 0.06727 0.92319
H 0.18899 -0.59671 0.86823
*
```

Calculated values
Energy above the lowest of the compared OMol25 structures with the same formula, charge and spin ... 0.1 kcal per mole
SMILES ... CCOC(=O)C1CCN(Cc2nnc(-c3cccc(Br)c3)o2)CC1
Total energy ... -98608.947 eV


The following is a DFT calculation (ωB97M-V with the def2-TZVPD basis set) of a molecular structure, C17H20Cl2FeN4O2.

ORCA input file:
```
! wB97M-V def2-TZVPD RIJCOSX def2/J DEFGRID3
* xyz 1 6
C 5.59090 1.40946 -0.23345
H -5.27461 1.26717 -2.11123
C 3.82385 -0.19264 -0.49706
H 1.25701 -2.48499 1.00560
H -0.59416 3.66664 0.31408
C 5.17194 0.09330 -0.38390
Fe -0.92535 -0.96213 -0.65771
H -2.50967 0.44273 1.81907
C 3.31191 2.16308 -0.31284
H -1.88111 -4.18540 -2.94746
O 1.09106 -0.68777 -0.69455
H 3.48362 -1.21135 -0.62264
C -1.11350 -4.07288 -2.19213
C -1.17875 3.54938 -0.59807
N 0.59037 1.55769 -0.58185
C -2.91258 1.79342 -0.99551
H -0.07002 -1.76351 4.40139
H 1.53819 -2.85379 2.71018
H -2.04882 4.19942 -0.56706
H 4.99367 3.46477 -0.08405
C -1.58698 2.12078 -0.76879
C 1.46285 0.51775 -0.58497
N -0.52221 -1.39130 3.58346
H -0.53165 3.85194 -1.42219
N -0.65033 1.15127 -0.72757
Cl -1.89294 -3.62497 -0.65967
C -1.51014 -0.43275 3.56815
H 6.64635 1.63144 -0.14601
C 0.77330 -2.76796 1.93974
C -4.91545 0.40001 -1.56139
N -1.01542 -1.07029 1.48633
Cl 0.00399 -2.79219 -2.68314
C 2.88678 0.84102 -0.46115
C 4.66227 2.44163 -0.19833
H -5.11205 -0.51391 -2.11599
H -0.55116 -4.98578 -2.04114
H -1.89737 0.01343 4.46583
C -0.24076 -1.74660 2.31431
H -5.46784 0.35205 -0.61883
C -1.79899 -0.23639 2.25910
C -3.45452 0.50331 -1.24877
H -3.61693 2.61199 -1.04020
H 2.58006 2.95705 -0.29072
H 0.30597 -3.74491 1.80889
H 5.89935 -0.70654 -0.41599
O -2.80015 -0.57271 -1.21178
*
```

Calculated values
Energy above the lowest of the compared OMol25 structures with the same formula, charge and spin ... 0.0 kcal per mole
Total energy ... -87436.877 eV